(1)
Computed, not measured: a molecular structure, CH3Br2PS, with the ωB97M-V functional and the def2-TZVPD basis.

Geometry (Å):
C: -2.435 -0.796 -0.440
P: 2.362 0.373 1.004
S: 1.540 -0.423 -0.743
Br: -0.881 -1.235 0.304
Br: -3.378 0.635 0.247
H: -2.623 -0.849 -1.501
H: 3.621 0.716 0.282
H: 1.795 1.578 0.847

Computed properties:
Maximum force = 2.1 eV/Å
ΔE to the lowest compared entry with this formula, charge and spin = 5.446 eV
Gap between HOMO and LUMO (spin up / spin down) = 0.244 / 0.287 hartree


(2)
Computed, not measured: CH3Br3OSi in the gas phase, with the ωB97M-V functional and the def2-TZVPD basis.

Geometry (Å):
C: -0.707 1.289 0.548
O: -1.464 0.178 -0.008
Si: -2.981 -0.108 -0.055
Br: -3.911 1.753 0.897
Br: -3.377 -0.561 -2.199
Br: -3.655 -1.967 0.967
H: -1.460 1.839 1.043
H: -0.308 1.835 -0.275
H: 0.093 1.010 1.183

Computed properties:
Maximum force = 3.4 eV/Å
ΔE to the lowest compared entry with this formula, charge and spin = 0.193 eV
SMILES string = CO[Si](Br)(Br)Br
Gap between HOMO and LUMO = 0.390 hartree


(3)
Computed, not measured: 2 unconnected molecules or ions with the total composition CH3BrCl2OSi, with the ωB97M-V functional and the def2-TZVPD basis.

Geometry (Å):
C: 0.289 -0.169 0.011
O: 1.354 -1.119 -0.100
Si: 1.652 -2.443 0.730
Cl: 1.111 -0.554 3.399
Cl: 0.575 -3.948 1.307
Br: 3.636 -2.728 -0.002
H: 0.190 0.399 0.975
H: -0.715 -0.483 -0.060
H: 0.596 0.458 -0.898

Computed properties:
Maximum force = 3.4 eV/Å
ΔE to the lowest compared entry with this formula, charge and spin = 3.515 eV
Gap between HOMO and LUMO (spin up / spin down) = 0.268 / 0.268 hartree